Record 1
Formula: C9H13O2
Source: the OMol25 dataset
Level of theory: ωB97M-V/def2-TZVPD

Computed properties:
<S²>	0.794
ΔE to the lowest compared entry with this formula, charge and spin	0.00	kcal per mole
max |F|	0.86	eV Å⁻¹
molecular weight	153.20	g mol⁻¹
frontier orbital gap (spin up / spin down)	9.53 / 7.45	eV

Geometry as ORCA input:
```
! RIJCOSX wB97M-V def2-TZVPD def2/J DEFGRID3
* xyz 0 2
O 4.15667 -0.92254 0.93868
H 4.23532 -1.87437 0.78453
C -0.63702 1.67953 -2.11712
C -0.38322 0.20954 -1.81363
C -0.18696 -0.06332 -0.34048
C -1.24612 -0.27605 0.52075
C -1.01166 -0.39587 1.89801
C 0.28545 -0.35634 2.42687
C 1.36943 -0.23718 1.58244
C 1.18675 -0.05263 0.15706
O 2.16228 0.09102 -0.63121
C -2.65830 -0.37419 -0.01876
H -0.72566 1.83649 -3.19442
H -1.55637 2.03587 -1.63982
H 0.20962 2.26967 -1.75110
H -1.20631 -0.40792 -2.18825
H 0.54190 -0.08835 -2.31797
H -1.87519 -0.53280 2.54871
H 0.44659 -0.43761 3.50414
H 2.39436 -0.29793 1.92887
H 3.59219 -0.58718 0.19517
H -3.36481 -0.54951 0.79976
H -2.97137 0.54012 -0.54328
H -2.75755 -1.20845 -0.72897
*
```

Record 2
Formula: C16H25N2ORu
Source: the OMol25 dataset
Level of theory: ωB97M-V/def2-TZVPD

Computed properties:
<S²>	6.063
max |F|	3.29	eV Å⁻¹
molecular weight	362.46	g mol⁻¹
frontier orbital gap (spin up / spin down)	4.56 / 7.87	eV

Geometry as ORCA input:
```
! RIJCOSX wB97M-V def2-TZVPD def2/J DEFGRID3
* xyz 1 5
C -0.45746 0.65407 -4.20220
C 0.12454 2.01667 -4.14820
C 0.37424 -0.46123 -4.71470
C -1.93276 0.50517 -4.20190
H 0.41424 -0.47623 -5.81550
H -0.01666 -1.43343 -4.41100
H 1.40784 -0.38893 -4.37330
H 0.10214 2.51587 -5.13000
H 1.17024 2.00127 -3.83780
H -0.42326 2.66667 -3.46430
H -2.36656 0.68207 -5.19890
H -2.41416 1.21647 -3.52940
H -2.24066 -0.49993 -3.91020
C 2.23864 -0.16793 1.59540
C 2.37894 -0.90453 0.39420
C 2.19824 -0.01953 -0.69950
H 2.59064 -1.95823 0.32300
C 1.95914 1.26927 -0.17410
C 1.98074 1.17617 1.24160
H 1.84584 1.98787 1.93690
H 2.34604 -0.55243 2.59550
H 2.26364 -0.27713 -1.74330
H 1.80334 2.16497 -0.75050
C -2.20536 -1.17903 1.03810
C -1.21936 -2.11923 1.41520
C -0.58106 -2.56383 0.23180
H -1.01556 -2.46123 2.41590
C -1.16556 -1.89143 -0.87260
C -2.17476 -1.03943 -0.37240
H -2.81276 -0.39823 -0.95500
H -2.87776 -0.66833 1.70550
H 0.21304 -3.28993 0.17890
H -0.90566 -2.02753 -1.90900
Ru 0.01824 -0.17943 0.47670
C 1.35224 1.42827 4.79620
N 0.05994 0.78727 4.81110
C -0.58086 0.17037 3.76360
N -1.72716 -0.48533 4.10130
O -0.09286 0.20507 2.60040
H 1.86804 1.31347 3.85320
H 2.00094 0.94527 5.55720
H 1.24264 2.50307 5.04910
H -0.38946 0.77417 5.74000
H -2.29686 -1.07153 3.51520
H -2.05686 -0.46943 5.07790
*
```

Record 3
Formula: C31H40ClF15O15P2S
Source: the OMol25 dataset
Level of theory: ωB97M-V/def2-TZVPD

Computed properties:
max |F|	1.13	eV Å⁻¹
molecular weight	1067.08	g mol⁻¹
SMILES	O=[PH2][C@]1(P(O)Cl)COS(=O)(=O)[C@H](Cc2ccccc2)C1.CCOC(=O)C(F)(F)F.CCOC(=O)C(F)(F)F.CCOC(=O)C(F)(F)F.CCOC(=O)C(F)(F)F.CCOC(=O)C(F)(F)F
frontier orbital gap	9.05	eV

Geometry as ORCA input:
```
! RIJCOSX wB97M-V def2-TZVPD def2/J DEFGRID3
* xyz 0 1
O 8.31506 -3.00753 2.26654
P 6.97534 -2.78967 1.67062
C 6.06394 -1.38991 2.41152
P 7.17076 0.13190 2.35496
O 6.71275 0.72058 0.89077
Cl 6.14158 1.41743 3.62523
C 5.82788 -1.77160 3.88755
O 4.83066 -2.79400 3.99360
S 3.32454 -2.31139 3.69653
O 2.71496 -3.40110 3.00193
O 2.75892 -1.83597 4.91864
C 3.54466 -0.94251 2.56127
C 2.28173 -0.65923 1.71486
C 0.92699 -0.95570 2.32534
C 0.14475 -1.99784 1.85112
C -1.08989 -2.26056 2.42722
C -1.54626 -1.47266 3.46636
C -0.77835 -0.42209 3.93605
C 0.45758 -0.16223 3.36327
C 4.73037 -1.27116 1.64858
H 6.96881 -2.50843 0.29049
H 6.11881 -3.88079 1.88694
H 6.23583 1.55697 0.98172
H 5.53566 -0.92436 4.50777
H 6.75714 -2.17792 4.29671
H 3.78973 -0.03573 3.11842
H 2.37686 -1.15454 0.74631
H 2.29276 0.41807 1.51934
H 0.53543 -2.60735 1.04365
H -1.68081 -3.08941 2.05558
H -2.51605 -1.66884 3.90775
H -1.12645 0.20364 4.74929
H 1.07884 0.65409 3.72049
H 4.80935 -0.55163 0.83508
H 4.48196 -2.23976 1.18545
C 3.64100 3.26101 -3.47057
C 2.50772 3.93628 -2.73247
O 1.40994 3.02072 -2.51159
C 1.51792 2.22003 -1.46897
O 2.41788 2.16393 -0.68196
C 0.25493 1.33913 -1.35188
F -0.11749 0.85127 -2.53570
F -0.76445 2.06133 -0.85877
F 0.47474 0.32725 -0.52435
H 3.28338 2.82904 -4.40508
H 4.42169 3.98657 -3.69546
H 4.07490 2.45953 -2.87343
H 2.08291 4.74478 -3.32239
H 2.83399 4.34822 -1.77863
C 10.48491 -1.47126 -0.61807
C 11.38797 -2.42126 -1.36839
O 10.73476 -2.93409 -2.55158
C 10.77468 -2.15767 -3.62066
O 11.28839 -1.08393 -3.72178
C 10.07200 -2.86482 -4.80123
F 8.92372 -3.43183 -4.41737
F 10.86760 -3.82305 -5.29281
F 9.80741 -1.99792 -5.77197
H 9.53760 -1.95552 -0.37915
H 10.95501 -1.15545 0.31205
H 10.26748 -0.58512 -1.21478
H 11.61529 -3.29882 -0.76796
H 12.32943 -1.94934 -1.64565
C -4.04634 4.10103 -0.74157
C -3.25049 3.50781 0.39898
O -3.83125 3.85607 1.67623
C -4.83716 3.09893 2.07925
O -5.30868 2.16232 1.50537
C -5.30047 3.57702 3.47443
F -5.39059 4.90783 3.52622
F -4.41940 3.17721 4.39892
F -6.48929 3.06464 3.78177
H -4.13845 5.18084 -0.62163
H -3.54966 3.89211 -1.68846
H -5.05124 3.68071 -0.77738
H -2.24361 3.91680 0.42433
H -3.17111 2.42557 0.31525
C -8.29527 2.43005 1.05398
C -9.74124 1.99896 0.98436
O -10.41544 2.58387 -0.15709
C -10.23244 1.97427 -1.31060
O -9.56462 1.00252 -1.51945
C -11.05336 2.67588 -2.41529
F -10.94890 4.00429 -2.33143
F -12.34572 2.34717 -2.29115
F -10.63529 2.29474 -3.61689
H -8.22427 3.51932 1.06225
H -7.83260 2.03879 1.95485
H -7.73530 2.06222 0.19558
H -10.30122 2.34888 1.84836
H -9.83233 0.91444 0.94215
C -7.77149 -1.37350 -2.09307
C -8.09249 -2.79213 -2.49653
O -6.94967 -3.44303 -3.10261
C -6.06455 -3.95753 -2.26843
O -6.09821 -3.95366 -1.07404
C -4.93555 -4.64444 -3.06924
F -4.53612 -3.89210 -4.09922
F -5.37233 -5.81550 -3.55306
F -3.88593 -4.87832 -2.28945
H -7.39763 -0.80872 -2.94800
H -8.65703 -0.86512 -1.71233
H -7.00364 -1.35659 -1.31840
H -8.86395 -2.81615 -3.26292
H -8.43672 -3.38526 -1.65038
*
```

- Among the records above, which one has the highest molecular weight?
  C31H40ClF15O15P2S

- Among the records above, which one has the lowest max |F|?
  C9H13O2